# 1
{"formula": "C5H13NOS", "method": "ωB97M-V/def2-TZVPD", "elements": ["C", "C", "C", "S", "H", "H", "H", "H", "H", "H", "H", "O", "C", "C", "N", "H", "H", "H", "H", "H", "H"], "xyz": [[0.276, -1.801, 1.203], [-1.169, -1.539, 1.647], [-1.809, -0.328, 1.062], [-0.924, 1.178, 1.493], [0.957, -1.019, 1.573], [0.378, -1.890, 0.106], [0.695, -2.756, 1.592], [-1.747, -2.471, 1.426], [-1.164, -1.479, 2.774], [-2.822, -0.225, 1.472], [-1.875, -0.429, -0.065], [3.146, 1.497, -1.321], [1.993, 1.043, -1.018], [0.896, 0.942, -2.079], [-0.395, 1.645, -1.932], [1.768, 0.486, -0.053], [1.411, 1.309, -2.997], [0.808, -0.193, -2.197], [-0.306, 2.628, -2.104], [0.671, 1.886, 0.388], [-0.785, 1.514, -0.972]], "atomic_forces_ev_per_a": [[0.5822, -0.4117, -0.0681], [0.7078, -2.0235, 1.4128], [0.4297, -0.3549, -2.0619], [1.9060, 2.3415, -0.3913], [-0.2621, -0.0812, -0.2471], [-0.1553, 0.2623, 0.3123], [-0.5485, 0.5633, -0.0557], [0.0937, 0.7967, -0.0172], [-0.0848, 0.1220, -1.0212], [0.2013, 0.4682, -0.2199], [-0.1709, 0.1321, 1.1664], [-4.3661, -1.5961, 1.6830], [3.5134, 0.6790, -1.3771], [0.7031, -0.2240, -0.8202], [0.1729, -1.5007, 1.2208], [0.7046, 0.7074, -0.5744], [-0.5727, -0.2844, 0.4737], [-0.4781, 1.3326, 0.0776], [0.1996, 0.3930, -0.0229], [-2.9662, -1.6254, 1.8475], [0.3905, 0.3037, -1.3170]], "mulliken_charge": [-0.998, -0.386, -0.466, -0.255, 0.267, 0.246, 0.349, 0.312, 0.254, 0.327, 0.331, -0.541, 0.275, -0.249, -0.477, 0.047, 0.337, 0.218, 0.267, 0.076, 0.066], "e_lumo_ha": -0.06638, "spin_multiplicity": 1, "gap_ev": 7.368, "homo_ev": -9.174}


# 2
{"formula": "C5H13NOSi", "method": "ωB97M-V/def2-TZVPD", "elements": ["C", "C", "C", "C", "C", "N", "O", "Si", "H", "H", "H", "H", "H", "H", "H", "H", "H", "H", "H", "H", "H"], "xyz": [[-0.123, 1.912, -0.960], [1.729, -0.123, 0.737], [-0.242, -1.061, 1.612], [-1.037, 1.186, 0.044], [0.330, -0.605, 0.444], [-0.974, 1.699, 1.218], [-1.712, 1.188, 2.271], [-0.131, -1.513, -1.194], [0.955, 1.520, -1.065], [-0.649, 2.002, -1.855], [0.156, 2.954, -0.652], [1.827, 0.968, 0.888], [2.324, -0.430, -0.076], [2.110, -0.608, 1.692], [0.279, -0.901, 2.550], [-2.504, 0.660, 1.931], [-1.222, -1.585, 1.681], [-1.649, 0.456, -0.491], [0.453, -2.830, -1.180], [0.209, -0.553, -2.351], [-1.508, -1.693, -1.023]], "atomic_forces_ev_per_a": [[2.3470, 0.8752, 1.9621], [0.0988, 0.3527, 1.4187], [-0.6254, -0.4691, -1.7216], [1.2304, 2.2714, -0.4667], [0.0989, -2.9281, 2.5533], [-0.5884, 0.1715, -0.3858], [-1.3032, -1.0688, -1.1291], [1.3625, 2.2292, 0.7844], [-1.9650, -0.1860, -0.2205], [-0.4412, -0.0771, -1.8814], [-0.8542, -0.7745, 0.1767], [-0.1937, -0.3718, -0.2451], [1.3575, -0.1369, -0.8828], [-0.2928, 0.6176, -1.3015], [-0.2680, 0.0451, 0.0691], [1.4251, 0.7766, 0.4048], [0.7544, 0.3559, -0.1963], [-0.6826, 0.0621, 1.0918], [0.5827, -0.4840, -0.3567], [-0.2084, -1.0168, 0.5291], [-1.8347, -0.2443, -0.2025]], "mulliken_charge": [-1.170, -1.424, -0.969, -0.088, 0.779, -0.378, -0.343, 0.536, 0.193, 0.408, 0.350, 0.291, 0.401, 0.391, 0.190, 0.350, 0.322, 0.584, -0.177, -0.091, -0.155], "e_lumo_ha": 0.02359, "spin_multiplicity": 1, "smiles": "C=C(C)[SiH3].C/C=N/O", "gap_ev": 9.236, "homo_ev": -8.594}


# 3
{"formula": "C5H13NOSi", "method": "ωB97M-V/def2-TZVPD", "elements": ["C", "C", "C", "C", "C", "N", "O", "Si", "H", "H", "H", "H", "H", "H", "H", "H", "H", "H", "H", "H", "H"], "xyz": [[2.011, 0.815, -0.556], [1.707, -0.050, 0.804], [1.466, 0.199, -1.824], [-2.491, 1.621, 0.387], [-1.171, -2.349, 0.020], [0.385, -0.109, 1.206], [-2.260, 0.290, 0.214], [-0.849, -0.533, 0.070], [1.690, 1.832, -0.360], [3.080, 0.809, -0.586], [2.004, -1.138, 0.500], [2.327, 0.153, 1.569], [1.530, 0.760, -2.696], [1.957, -0.860, -2.023], [-3.108, 1.921, 1.254], [-3.091, 1.971, -0.514], [-1.453, 2.135, 0.462], [-2.036, -2.537, 0.705], [-1.548, -2.841, -0.867], [-0.367, -2.766, 0.396], [0.218, 0.676, 1.839]], "atomic_forces_ev_per_a": [[-0.3652, -1.2846, 1.1802], [0.8478, -3.0274, -5.8215], [-0.2913, -3.5513, 3.2416], [0.7551, 2.9341, -1.1060], [-5.1699, 1.9392, -0.8436], [-2.8259, 1.1205, 1.0141], [0.1838, -2.4132, 0.4412], [1.4239, 0.6908, -1.5843], [-0.2263, 0.3264, -0.2117], [1.0568, 0.2088, 0.0335], [-0.1851, 1.6174, 0.3026], [2.1588, 1.2500, 2.6108], [-0.5616, 1.2129, -1.3937], [-1.0748, 2.0458, 0.4874], [0.4239, -0.7064, -0.0307], [1.0151, 0.0200, 0.9423], [-1.8891, -0.1153, -0.2220], [0.7121, 0.2663, 0.0240], [0.5078, 0.2913, -0.5839], [4.0270, -2.4393, 1.7060], [-0.5227, -0.3862, -0.1864]], "mulliken_charge": [-0.403, -0.992, -0.935, -0.480, -1.004, -0.105, -0.306, 0.250, 0.318, 0.368, 0.208, 0.606, 0.387, 0.169, 0.230, 0.197, 0.221, 0.280, 0.353, 0.356, 0.281], "e_lumo_ha": 0.02036, "spin_multiplicity": 1, "gap_ev": 7.427, "homo_ev": -6.873}


# 4
{"formula": "C5H13NOSi", "method": "ωB97M-V/def2-TZVPD", "elements": ["C", "C", "C", "C", "C", "N", "O", "Si", "H", "H", "H", "H", "H", "H", "H", "H", "H", "H", "H", "H", "H"], "xyz": [[2.340, 0.597, -0.416], [2.192, 0.639, 1.145], [1.023, 0.092, -1.149], [-2.707, 1.423, -0.580], [-1.265, -2.427, 0.762], [0.759, 1.078, 1.345], [-1.428, 1.582, -0.022], [-0.312, 0.479, 0.162], [2.703, 1.620, -0.790], [3.181, -0.047, -0.642], [2.408, -0.335, 1.519], [2.664, 1.356, 1.730], [0.784, 0.898, -1.931], [1.078, -0.881, -1.440], [-3.045, 2.469, -0.675], [-3.275, 0.696, 0.100], [-2.478, 0.724, -1.529], [-1.813, -2.161, 1.690], [-1.956, -2.616, -0.068], [-0.484, -3.149, 0.751], [0.561, 0.960, 2.278]], "atomic_forces_ev_per_a": [[1.0420, 1.2662, 0.0471], [-3.0237, 0.0309, -2.2221], [0.2334, 5.4824, 1.2381], [1.0131, -2.9382, -0.7366], [-2.1645, -1.2237, 0.2392], [1.7703, -0.7465, -1.5514], [-0.6579, 2.3195, 0.0757], [1.1958, -1.8079, 0.3423], [-0.9497, -1.2894, 0.4443], [0.1346, -0.3194, -0.1807], [-0.0390, -0.9068, 0.5499], [1.9970, 1.2411, 0.3133], [0.3620, -1.7526, 0.4297], [0.0540, -2.5003, -1.2399], [-0.7177, -1.0105, -0.5375], [0.0744, 1.5481, -0.8186], [-1.4096, 2.1322, 1.2170], [0.9424, 0.0164, -0.5746], [0.2854, 0.5654, 0.0229], [0.8528, -0.2177, 0.4551], [-0.9952, 0.1106, 2.4871]], "lowdin_spin": [0.016, 0.009, 0.110, 0.031, 0.881, 0.102, 0.148, 0.485, 0.002, 0.003, 0.002, 0.003, 0.003, 0.003, 0.002, 0.013, 0.012, 0.055, 0.053, 0.060, 0.008], "e_lumo_ha": [0.03792, -0.03600], "spin_multiplicity": 3, "gap_ev": [6.608, 8.141], "homo_ev": [-5.577, -9.120]}


# 5
{"formula": "C5H13NP", "method": "ωB97M-V/def2-TZVPD", "elements": ["C", "C", "C", "C", "C", "N", "P", "H", "H", "H", "H", "H", "H", "H", "H", "H", "H", "H", "H", "H"], "xyz": [[0.593, -1.133, -0.661], [1.615, -2.823, -2.227], [-0.043, 0.029, -0.416], [0.609, 1.633, 1.334], [-1.759, 0.576, 1.241], [-0.293, 0.433, 0.977], [-0.409, 1.083, -1.906], [0.951, -1.805, 0.050], [1.935, -3.217, -1.357], [2.136, -2.011, -2.558], [1.010, -3.213, -2.986], [-0.018, 2.293, 1.863], [1.363, 1.152, 1.884], [0.980, 2.041, 0.457], [-2.206, -0.499, 1.012], [-1.840, 0.901, 2.180], [-2.265, 1.368, 0.555], [-0.083, -0.443, 1.391], [0.342, 2.172, -1.448], [-1.584, 1.679, -1.500]], "atomic_forces_ev_per_a": [[-0.4382, 0.0522, -1.7667], [-2.2509, 3.1614, 0.0143], [0.8049, -1.3942, -2.7253], [-1.7892, -2.5064, 0.6159], [-1.1806, -1.6073, -5.1257], [-0.6016, 1.1238, -1.8754], [0.6090, -0.6642, 0.1577], [0.3613, -0.7394, 1.7439], [0.8049, -1.9294, 2.4005], [1.8506, 1.8247, -0.8917], [-1.2108, -0.9786, -0.3356], [-0.2551, 0.9592, 0.8668], [1.2288, 0.1084, 1.0515], [0.5576, 0.7400, -1.5149], [0.6598, 2.4931, 0.7330], [-0.6972, 0.8387, 3.8862], [1.1687, -1.5275, 1.0183], [0.9506, -0.5867, 1.5780], [0.2070, 0.3632, -0.1211], [-0.7797, 0.2692, 0.2905]], "mulliken_charge": [-0.955, -0.586, 0.266, -0.743, -0.949, 0.170, 0.142, 0.139, 0.347, 0.308, 0.296, 0.348, 0.343, 0.328, 0.323, 0.480, 0.351, 0.375, 0.026, -0.010], "total_charge": 1, "e_lumo_ha": -0.16551, "spin_multiplicity": 1, "gap_ev": 8.428, "homo_ev": -12.932}


# 6
{"formula": "C5H13NS", "method": "ωB97M-V/def2-TZVPD", "elements": ["C", "C", "S", "C", "N", "C", "C", "H", "H", "H", "H", "H", "H", "H", "H", "H", "H", "H", "H", "H"], "xyz": [[-1.038, -1.426, 0.085], [-0.870, -0.840, 1.468], [-1.677, 0.773, 1.701], [-0.393, -0.530, -0.967], [1.028, -0.311, -0.658], [1.856, 0.122, -1.804], [2.784, 1.257, -1.473], [-0.754, -2.473, -0.049], [-2.104, -1.472, -0.219], [0.174, -0.973, 1.786], [-1.438, -1.469, 2.184], [-2.792, 0.954, 2.543], [-0.959, 0.400, -1.113], [-0.413, -1.114, -1.902], [0.991, 0.567, -0.135], [1.260, 0.432, -2.679], [2.383, -0.783, -2.141], [3.767, 0.914, -1.133], [2.219, 1.960, -0.848], [3.087, 1.876, -2.326]], "atomic_forces_ev_per_a": [[-1.3214, 0.8080, -1.0065], [-1.1856, -2.0791, 1.4774], [1.2843, 1.7110, -1.2868], [0.4831, -1.4508, -0.9151], [0.1039, 1.9282, 0.0594], [-0.5514, -1.2249, -1.1256], [0.5923, 0.5607, -0.3851], [0.7662, 0.0247, 0.3884], [0.1914, 0.2742, 0.5064], [-0.1727, 0.7845, -0.0220], [0.3331, -0.1231, -0.2521], [-0.3365, -0.8602, 0.5678], [0.1258, -0.1316, 0.1160], [-0.1487, 0.3310, -0.0584], [0.0853, -0.5191, 0.7195], [-0.2805, -0.0535, 0.2875], [0.2146, 0.3210, -0.0928], [-0.4306, 0.1691, 0.9287], [0.6855, -0.1504, 0.4513], [-0.4383, -0.3198, -0.3579]], "lowdin_spin": [0.023, 0.089, 0.568, 0.030, 0.005, 0.004, 0.008, 0.005, 0.004, 0.004, 0.016, 0.212, 0.011, 0.003, 0.009, 0.001, 0.000, 0.000, 0.006, 0.000], "total_charge": -1, "e_lumo_ha": [0.12007, 0.11788], "spin_multiplicity": 2, "gap_ev": [2.531, 7.812], "homo_ev": [0.736, -4.605]}


# 7
{"formula": "C5H13NS", "method": "ωB97M-V/def2-TZVPD", "elements": ["C", "N", "C", "C", "S", "C", "C", "H", "H", "H", "H", "H", "H", "H", "H", "H", "H", "H", "H", "H"], "xyz": [[-0.250, -0.191, 0.723], [-0.146, -0.823, -0.620], [0.791, -0.430, -1.698], [2.274, -0.837, -1.376], [3.266, 0.253, -0.310], [-1.706, 0.560, 0.792], [-2.230, 0.727, 2.158], [-0.085, -1.081, 1.360], [0.490, 0.635, 0.905], [-0.912, -1.259, -0.931], [0.683, 0.614, -1.892], [0.412, -0.800, -2.682], [2.414, -1.872, -1.047], [2.860, -0.749, -2.315], [3.102, 1.436, -0.969], [-2.313, -0.005, 0.040], [-1.448, 1.565, 0.265], [-2.279, -0.346, 2.610], [-1.682, 1.372, 2.795], [-3.240, 1.230, 2.191]], "atomic_forces_ev_per_a": [[-1.2013, 0.4200, -1.2868], [4.4314, 2.2544, 0.4991], [-0.4906, -0.8901, 1.3413], [0.1055, 0.8540, -2.2675], [-0.2891, 0.4037, 0.5801], [2.9777, 0.3524, -2.6429], [-2.4405, -1.7368, 0.9118], [-0.4198, 1.0751, 0.7214], [-0.2463, -1.2978, -0.3131], [-3.4053, -1.7433, -1.1094], [0.6134, 1.2617, 0.1928], [0.5192, -0.6321, 0.8582], [-0.3576, 0.3470, 0.2496], [-0.5808, -0.3958, 0.2066], [-0.0516, -0.6663, 0.0767], [-0.0890, 0.4848, 1.0990], [-0.7458, -1.4731, 0.8866], [-0.1986, 2.0020, -0.3082], [1.1885, 0.3301, 0.5220], [0.6804, -0.9497, -0.2174]], "mulliken_charge": [-0.570, -0.287, -0.537, -0.712, -0.234, -0.292, -1.071, 0.366, 0.277, 0.206, 0.308, 0.387, 0.361, 0.323, 0.120, 0.300, 0.182, 0.254, 0.317, 0.303], "e_lumo_ha": 0.03473, "spin_multiplicity": 1, "smiles": "CCCNCCS", "gap_ev": 9.074, "homo_ev": -8.129}


# 8
{"formula": "C5H13NS", "method": "ωB97M-V/def2-TZVPD", "elements": ["C", "N", "C", "C", "S", "C", "C", "H", "H", "H", "H", "H", "H", "H", "H", "H", "H", "H", "H", "H"], "xyz": [[0.900, 0.661, -0.317], [-0.244, -0.195, 0.067], [-1.511, 0.495, -0.175], [-2.661, -0.369, 0.372], [-4.249, 0.477, 0.154], [2.195, 0.263, 0.405], [2.896, -0.912, -0.273], [1.090, 0.737, -1.396], [0.668, 1.677, 0.031], [-0.213, -0.932, -0.637], [-1.707, 0.645, -1.250], [-1.494, 1.477, 0.281], [-2.599, -1.312, -0.169], [-2.490, -0.520, 1.433], [-4.694, 0.286, 1.387], [1.941, 0.029, 1.432], [2.825, 1.142, 0.277], [2.239, -1.521, -0.909], [3.600, -0.551, -1.042], [3.509, -1.577, 0.328]], "atomic_forces_ev_per_a": [[0.0999, 0.5378, 1.1669], [0.4594, 0.3002, -1.2577], [-0.5303, -0.5586, -0.2375], [0.8311, 0.6659, -0.1096], [-0.0129, -0.0475, -0.4258], [-0.3388, -0.3267, -1.0480], [0.5390, -0.1362, -1.4823], [-0.2162, -0.1478, -0.0644], [-0.0694, -0.1619, -0.1661], [-0.1332, -0.3937, 0.5093], [0.1064, 0.1805, 0.0522], [-0.0245, 0.1241, 0.2733], [-0.4065, -0.1718, 0.2062], [-0.0205, -0.2328, 0.0329], [-0.1479, -0.0534, 0.3033], [0.1678, 0.2884, 0.2231], [0.2803, 0.0151, 0.6965], [-0.2602, -0.1208, 0.5843], [-0.0693, 0.2195, 0.2852], [-0.2542, 0.0198, 0.4581]], "mulliken_charge": [-0.663, -0.380, -0.677, -0.548, -0.236, -0.468, -1.084, 0.323, 0.437, 0.260, 0.315, 0.430, 0.298, 0.372, 0.122, 0.307, 0.310, 0.258, 0.300, 0.324], "e_lumo_ha": 0.03750, "spin_multiplicity": 1, "smiles": "CCCNCCS", "gap_ev": 10.070, "homo_ev": -9.049}


Computed energy relative to the best compared isomer or geometry (same formula, charge and spin), in the same sequence as the records: 4.6926 6.6593 3.9060 0.2958 6.1288 0.6841 1.7776 0.6670 eV.
Computed energy, in the same sequence as the records: -726.32865 -617.60396 -617.70514 -617.64260 -593.92397 -651.15619 -651.17863 -651.21945 Ha.